A single H2N2O5Si molecule. Source: the Open Molecules 2025 dataset; level of theory: ωB97M-V/def2-TZVPD.

Element x y z (Å)
O -0.7611 -0.4860 2.5543
N -0.0003 0.0105 1.8346
O -0.5892 1.0602 1.0005
Si -0.4843 1.1395 -0.6057
O 0.6196 -0.0322 -1.0823
N 0.9009 -1.3242 -0.6527
O 1.7154 -1.8543 -1.3168
O 0.2872 -1.7256 0.2745
H 0.1040 2.4320 -0.8763
H -1.7924 0.7801 -1.1303

## Properties
Max |F| = 1.8 eV/Å
E_HOMO = -10.878 eV
E_LUMO = -0.33 eV
Frontier orbital gap = 10.55 eV
Calculated total energy = -21122.2692 eV
Energy above the lowest of the compared OMol25 structures with the same formula, charge and spin = 12.3 kcal per mole